No. 1
Formula: C38H46N11OSSeTeTi
Source: OMol25
Level of theory: ωB97M-V/def2-TZVPD

Geometry as ORCA input:
```
! RIJCOSX wB97M-V def2-TZVPD def2/J DEFGRID3
* xyz 1 1
Te -0.685 -3.387 -1.651
Se -0.799 2.033 -3.956
Ti -0.375 -0.889 -0.241
S 0.171 0.389 2.047
O -0.650 -2.258 1.001
N -0.423 0.204 -1.743
N 0.221 2.576 -0.113
N -4.268 0.742 0.685
N 2.891 0.762 1.483
N 2.336 0.926 3.527
N 3.669 1.143 3.500
N 1.235 -1.873 -0.102
N -4.744 -1.623 0.726
N -2.634 -0.834 -0.221
N 2.879 0.619 0.105
N -4.749 -0.434 -1.371
C -2.635 -5.178 -3.212
C -2.662 -3.767 -5.606
C 3.388 -3.778 -3.428
C 0.453 5.346 -0.334
C -2.693 -5.962 -1.925
C 1.449 -5.373 -2.314
C 4.001 1.033 2.258
C -4.894 -0.350 1.432
C 2.000 -1.719 -3.303
C -0.568 0.965 -2.650
C -1.894 -3.994 -3.339
C 1.386 -2.782 2.178
C 0.673 -3.011 3.352
C -3.355 -4.966 -5.522
C -1.939 -3.264 -4.530
C -0.387 4.780 0.611
C 3.635 -5.128 -3.246
C 1.199 -4.014 -2.490
C -5.371 -1.504 -0.591
C -1.227 -1.951 -4.716
C 0.672 -2.364 0.960
C 3.454 -2.939 3.388
C -2.860 0.448 0.517
C 1.040 3.134 -1.001
C -3.341 -0.722 -1.537
C -3.336 -1.904 0.555
C -3.349 -5.643 -4.308
C -0.464 3.398 0.682
C 2.657 -5.935 -2.689
C 1.354 -3.199 4.542
C 1.812 0.690 2.313
C 1.190 4.504 -1.151
C 2.779 -2.758 2.194
C 2.179 -3.191 -3.056
C -4.095 -5.502 -6.712
C 2.741 -3.149 4.562
C 5.370 1.182 1.718
C -4.894 0.825 -0.638
H 3.269 -3.277 5.498
H -2.674 -3.216 -6.540
H 1.871 4.897 -1.893
H -0.970 5.391 1.285
H -3.905 -6.569 -4.222
H -3.232 -1.665 -2.081
H 3.305 -2.597 1.261
H -3.223 -2.856 0.028
H -5.955 1.045 -0.518
H -1.708 -6.347 -1.657
H 5.671 0.283 1.177
H -6.432 -1.286 -0.467
H -5.266 -2.450 -1.128
H -4.429 -0.424 2.418
H -2.892 0.079 -2.124
H -0.323 -2.105 -5.308
H 1.833 0.945 4.397
H 0.796 -3.369 5.452
H 1.607 2.441 -1.612
H -4.545 -6.467 -6.489
H -2.390 1.269 -0.036
H 4.151 -3.155 -3.879
H 1.436 -1.251 -2.505
H 3.793 0.865 -0.251
H 2.970 -1.231 -3.386
H -4.882 -4.809 -7.011
H -0.953 -1.504 -3.761
H 2.637 -0.349 -0.134
H -0.408 -3.022 3.320
H 0.532 6.421 -0.428
H -3.419 -5.622 -7.559
H 4.535 -2.909 3.412
H -4.425 1.630 -1.207
H 0.685 -6.004 -1.875
H -1.095 2.923 1.426
H -3.373 -6.806 -2.023
H 6.049 1.346 2.550
H -3.044 -5.337 -1.102
H -2.407 0.370 1.509
H -1.858 -1.249 -5.261
H -2.871 -1.995 1.536
H 4.591 -5.546 -3.533
H 2.834 -6.992 -2.538
H -5.955 -0.133 1.560
H 1.472 -1.556 -4.242
H 5.437 2.039 1.046
*
```

## Properties
Gap between HOMO and LUMO, eV: 7.52
LUMO, eV: -3.15

=====

No. 2
Formula: C20H17N4SV
Source: OMol25
Level of theory: ωB97M-V/def2-TZVPD

Geometry as ORCA input:
```
! RIJCOSX wB97M-V def2-TZVPD def2/J DEFGRID3
* xyz 2 3
V 0.061 0.160 -0.219
S -0.064 1.494 1.595
N -1.139 1.096 -1.568
N -0.379 -1.419 0.995
N 1.851 0.666 -1.044
N 0.751 2.283 -2.407
C -0.253 -2.870 -0.916
C -2.790 2.649 -3.131
C -1.433 2.849 -3.156
C -0.643 0.506 4.087
C 4.286 1.631 -1.890
C -0.878 -2.142 3.249
C 4.234 0.573 -0.975
C 1.896 1.690 -1.906
C -0.952 -0.510 5.014
C 3.125 2.193 -2.356
C 3.010 0.131 -0.567
C -2.491 0.923 -1.531
C -0.981 -3.456 2.755
C -0.451 0.220 2.757
C -0.570 -1.117 2.334
C -0.482 -2.674 0.553
C -3.338 1.663 -2.302
C -0.786 -3.725 1.421
C -0.613 2.051 -2.346
C -1.069 -1.809 4.613
H 5.132 0.117 -0.587
H -0.351 -3.911 -1.215
H 0.969 3.049 -3.027
H 3.148 3.011 -3.064
H -0.557 1.527 4.436
H 0.757 -2.555 -1.198
H -1.305 -2.594 5.319
H -3.433 3.255 -3.755
H -1.217 -4.261 3.441
H -4.402 1.489 -2.258
H -0.994 3.607 -3.790
H 5.240 2.006 -2.234
H -0.984 -2.304 -1.503
H -1.095 -0.242 6.051
H -0.863 -4.731 1.034
H 2.898 -0.674 0.149
H -2.848 0.154 -0.858
*
```

## Properties
Gap between HOMO and LUMO (spin up / spin down), eV: 6.88 / 7.30
LUMO (spin up / spin down), eV: -7.26 / -6.90

=====

For each record above, in turn, the calculated relative energy (zero: lowest compared OMol25 entry of this formula, charge and spin) values are 1.9370; 0.0000 eV.